P.
A 13-piece molecular cluster, C4H35NO14 overall, computed with ωB97M-V/def2-TZVPD.

The calculation puts the LUMO energy at -0.0040 Eh. As for the charge: 0.

Each line ends with the Mulliken charge.
CARTESIAN COORDINATES (ANGSTROEM)
C1 2.731 -1.083 1.337  -1.64
C2 1.169 -1.222 1.508  0.26
C3 0.725 -2.642 1.225  -0.44
O1 0.929 -3.413 2.436  -0.58
N1 0.714 -0.443 0.420  0.36
C4 -0.419 0.418 0.471  -0.61
O2 -0.128 1.669 1.259  -0.28
H1 2.930 0.113 1.407  0.38
H2 3.152 -1.686 2.127  0.47
H3 3.136 -1.256 0.376  0.45
H4 0.693 -0.965 2.520  0.27
H5 1.325 -3.141 0.438  0.26
H6 -0.375 -2.823 1.072  0.04
H7 1.466 -4.151 2.174  0.35
H8 1.530 -0.074 -0.029  0.31
H9 -0.707 0.634 -0.619  0.21
H10 -1.233 -0.186 0.980  0.16
H11 -0.661 1.659 2.180  0.24
H12 -3.159 -3.176 -2.007  0.31
H13 -3.735 -2.031 -1.190  0.25
O3 -3.843 -2.476 -1.917  -0.57
H14 0.746 -0.186 -3.154  0.20
H15 1.161 -0.686 -1.770  0.34
O4 1.114 -0.862 -2.780  -0.66
H16 -2.861 0.376 -0.653  0.29
H17 -2.836 0.002 -2.097  0.28
O5 -2.918 0.795 -1.581  -0.56
H18 1.112 -3.512 -1.672  0.29
H19 -0.280 -4.272 -1.749  0.27
O6 0.147 -3.421 -1.424  -0.59
H20 -1.041 -2.331 -2.830  0.36
H21 -1.329 -2.000 -4.138  0.35
O7 -1.654 -2.775 -3.489  -0.65
H22 -0.609 4.340 -0.004  0.29
H23 -0.043 3.108 0.463  0.43
O8 0.284 3.868 0.060  -0.73
H24 1.705 1.100 2.914  0.26
H25 2.177 0.082 3.757  0.33
O9 1.907 0.881 3.795  -0.67
H26 2.801 2.644 1.423  0.21
H27 3.017 2.157 -0.092  0.34
O10 2.581 1.953 0.768  -0.56
H28 2.231 3.012 -2.012  0.32
H29 1.662 3.401 -0.800  0.33
O11 2.607 3.393 -1.268  -0.69
H30 -0.189 1.863 3.977  0.38
H31 -1.719 2.144 3.951  0.28
O12 -1.123 1.495 3.742  -0.65
H32 -3.250 1.813 1.439  0.30
H33 -3.218 3.108 0.765  0.25
O13 -2.512 2.498 1.088  -0.52
H34 -0.820 0.666 -4.883  0.25
H35 -2.170 0.003 -4.528  0.32
O14 -1.245 0.210 -4.180  -0.58

Q.
A 14-piece molecular cluster, C4H35NO14 overall, computed with ωB97M-V/def2-TZVPD.

The calculation puts the LUMO energy at 0.0136 Eh. As for the charge: 0.

Each line ends with the Mulliken charge.
CARTESIAN COORDINATES (ANGSTROEM)
C1 -2.513 0.713 3.407  -0.28
N1 -2.570 1.798 2.561  0.24
C2 -2.667 1.449 1.129  -0.56
C3 -1.614 0.416 0.741  -0.52
C4 -2.966 3.125 2.953  -1.05
O1 -2.273 0.880 4.587  -0.55
H1 -2.607 -0.286 2.951  0.61
H2 -3.676 1.021 0.882  0.20
H3 -2.584 2.414 0.592  0.38
H4 -0.557 0.740 0.632  0.17
H5 -1.853 0.031 -0.247  0.31
H6 -1.532 -0.411 1.452  0.04
H7 -3.955 3.404 2.570  0.38
H8 -2.272 3.881 2.634  0.32
H9 -3.118 3.131 4.064  0.34
H10 0.045 -4.217 1.976  0.29
H11 -0.028 -2.657 2.069  0.46
O2 -0.099 -3.423 1.447  -0.69
H12 1.649 1.987 -1.208  0.52
H13 2.375 1.069 -0.297  0.38
O3 2.026 1.976 -0.283  -0.76
H14 -1.371 0.071 -3.863  0.40
H15 -1.877 1.566 -3.868  0.28
O4 -1.095 1.017 -3.839  -0.65
H16 4.211 -0.448 0.239  0.26
H17 2.977 -1.445 0.169  0.45
O5 3.341 -0.533 -0.152  -0.70
H18 -0.534 -1.731 4.100  0.34
H19 -0.267 -0.425 3.376  0.34
O6 -0.330 -1.382 3.222  -0.69
H20 -1.226 -2.182 -2.851  0.40
H21 -0.914 -1.956 -4.328  0.29
O7 -1.385 -1.566 -3.589  -0.67
H22 3.189 -0.520 -2.054  0.34
H23 2.030 -0.127 -3.093  0.49
O8 2.671 -0.818 -2.808  -0.73
H24 -0.416 1.888 3.315  0.26
H25 1.107 1.535 2.980  0.30
O9 0.317 1.285 3.453  -0.65
H26 1.600 -3.121 0.869  0.43
H27 2.430 -3.345 -0.521  0.37
O10 2.456 -2.974 0.388  -0.82
H28 0.069 -3.477 -1.729  0.42
H29 -1.109 -3.064 -0.805  0.30
O11 -0.900 -3.398 -1.681  -0.80
H30 2.132 -2.169 -2.532  0.49
H31 1.985 -3.618 -3.011  0.30
O12 1.715 -3.099 -2.250  -0.81
H32 2.184 4.524 -0.859  0.30
H33 2.898 3.576 -1.692  0.34
O13 2.106 4.137 -1.741  -0.65
H34 0.286 1.220 -3.071  0.48
H35 1.202 2.147 -3.493  0.33
O14 1.308 1.394 -2.892  -0.97

Stability ranking, top and bottom: Q is the most stable and P is the least stable.

P.
CH6N2O as an isolated structure, computed with ωB97M-V/def2-TZVPD.

The calculation puts the LUMO energy at 0.0235 Eh. As for the charge: 0.

Each line ends with the Mulliken charge.
CARTESIAN COORDINATES (ANGSTROEM)
C1 -0.923 0.110 0.041  -0.25
N1 0.203 0.768 -0.433  -0.44
N2 1.352 -0.207 0.657  -0.62
O1 -1.405 -0.891 -0.813  -0.50
H1 -1.121 -0.674 -1.710  0.30
H2 0.336 1.645 0.065  0.30
H3 1.305 -1.068 0.104  0.24
H4 -0.385 -0.429 0.971  0.43
H5 -1.726 0.761 0.410  0.30
H6 2.364 -0.015 0.709  0.23

Q.
A 2-piece molecular cluster, CH6N2O overall, computed with ωB97M-V/def2-TZVPD.

The calculation puts the LUMO energy at 0.0235 Eh. As for the charge: 0.

Each line ends with the Mulliken charge.
CARTESIAN COORDINATES (ANGSTROEM)
H1 -1.610 1.480 0.853  0.19
N1 -0.854 1.429 1.534  -0.58
C1 -0.276 0.297 1.480  0.07
N2 -0.574 -0.801 0.723  -0.46
H2 0.604 0.178 2.115  0.33
H3 0.162 -1.340 0.283  0.23
H4 -1.394 -0.728 0.157  0.22
O1 1.121 -0.456 -2.154  -0.63
H5 1.914 -0.551 -2.690  0.31
H6 0.907 0.492 -2.302  0.32

R.
One molecule with the formula CH6N2O, computed with ωB97M-V/def2-TZVPD.

The calculation puts the LUMO energy at 0.0343 Eh. As for the charge: 0.

Each line ends with the Mulliken charge.
CARTESIAN COORDINATES (ANGSTROEM)
N1 -1.558 -0.510 0.081  -0.54
N2 -0.527 0.426 0.426  -0.06
C1 0.748 0.487 -0.127  -0.53
O1 1.762 -0.443 0.359  -0.52
H1 -2.296 -0.086 -0.486  0.22
H2 -1.146 -1.338 -0.293  0.22
H3 -0.579 0.862 1.391  0.24
H4 0.811 0.443 -1.243  0.34
H5 1.263 1.420 -0.023  0.32
H6 1.523 -1.261 -0.086  0.30

Stability ranking, top and bottom: Q is the most stable and P is the least stable.

P.
An isolated ion of composition C5H9N4 and charge +1, computed with ωB97M-V/def2-TZVPD.

The calculation puts the LUMO energy at -0.1428 Eh. As for the charge: +1.

Each line ends with the Mulliken charge.
CARTESIAN COORDINATES (ANGSTROEM)
C1 3.226 0.543 -0.548  -0.32
N1 2.519 0.465 0.486  -0.45
C2 1.536 -0.427 0.775  -0.16
C3 0.475 -0.641 -0.020  -0.35
N2 -0.644 -1.391 0.335  -0.16
C4 -1.839 -1.161 -0.277  -0.60
N3 -2.462 0.275 0.141  -0.22
C5 -1.810 1.336 0.066  0.46
N4 -1.057 2.237 0.123  -0.14
H1 3.901 1.382 -0.638  0.28
H2 3.233 -0.197 -1.350  0.30
H3 1.595 -0.837 1.776  0.36
H4 0.442 -0.208 -1.008  0.42
H5 -0.640 -1.756 1.279  0.26
H6 -1.748 -1.079 -1.363  0.35
H7 -2.615 -1.867 0.008  0.37
H8 -3.399 0.255 0.517  0.28
H9 -0.712 3.071 -0.301  0.32

Q.
An isolated ion of composition C5H9N4 and charge +1, computed with ωB97M-V/def2-TZVPD.

The calculation puts the LUMO energy at -0.1266 Eh. As for the charge: +1.

Each line ends with the Mulliken charge.
CARTESIAN COORDINATES (ANGSTROEM)
H1 -3.299 -1.538 -0.405  0.24
N1 -2.671 -0.876 -0.227  -0.48
C1 -1.505 -1.272 0.022  -0.24
C2 -0.420 -0.119 0.540  0.03
N2 -1.131 1.146 0.577  -0.07
C3 -0.575 2.056 -0.154  -0.14
N3 0.502 1.563 -0.743  -0.24
C4 0.709 0.122 -0.481  -0.03
N4 2.124 -0.049 -0.129  -0.53
C5 2.619 -1.164 0.194  -0.26
H2 -1.128 -2.308 -0.033  0.40
H3 -0.008 -0.397 1.619  0.32
H4 -1.946 1.064 1.152  0.26
H5 -1.086 3.028 -0.159  0.40
H6 1.321 2.156 -0.831  0.30
H7 0.469 -0.287 -1.413  0.51
H8 3.744 -0.955 0.232  0.24
H9 2.281 -2.169 0.241  0.29

Stability ranking, top and bottom: Q is the most stable and P is the least stable.

P.
A 2-piece molecular cluster, C4H12 overall, computed with ωB97M-V/def2-TZVPD.

The calculation puts the LUMO energy (alpha / beta) at -0.1067 / -0.3987 Eh. The spin multiplicity is 2. As for the charge: +1.

Each line ends with the Mulliken charge.
CARTESIAN COORDINATES (ANGSTROEM)
C1 0.624 -1.375 1.312  -0.27
C2 -0.541 -2.277 1.472  -0.82
H1 0.391 -0.526 0.541  -0.17
H2 0.926 -0.880 2.237  0.35
H3 1.518 -1.825 0.865  0.33
H4 -1.515 -1.780 1.457  0.35
H5 -0.382 -2.759 2.455  0.30
H6 -0.569 -3.060 0.717  0.32
C3 -0.428 1.196 -1.196  -0.27
C4 0.298 2.437 -1.566  -0.91
H7 -1.497 1.363 -1.025  0.36
H8 -0.265 0.404 -1.925  0.40
H9 -0.026 0.804 -0.168  0.03
H10 0.175 3.269 -0.881  0.35
H11 1.375 2.301 -1.716  0.34
H12 -0.083 2.705 -2.578  0.32

Q.
A 2-piece molecular cluster, C4H12 overall, computed with ωB97M-V/def2-TZVPD.

The calculation puts the LUMO energy (alpha / beta) at -0.1087 / -0.4267 Eh. The spin multiplicity is 2. As for the charge: +1.

Each line ends with the Mulliken charge.
CARTESIAN COORDINATES (ANGSTROEM)
C1 2.394 0.119 0.233  -0.48
C2 2.156 0.373 1.771  -0.90
H1 2.498 -0.935 0.086  0.34
H2 1.463 0.071 -0.269  0.07
H3 3.052 0.884 -0.008  0.35
H4 1.506 -0.320 2.293  0.36
H5 1.567 1.291 1.872  0.32
H6 3.041 0.399 2.327  0.36
C3 -2.926 -0.540 -1.100  -0.83
C4 -1.585 0.070 -0.953  -0.68
H7 -3.709 -0.004 -0.672  0.34
H8 -3.157 -0.840 -2.139  0.30
H9 -3.050 -1.474 -0.564  0.37
H10 -0.862 -0.322 -0.251  0.27
H11 -0.979 0.037 -1.819  0.40
H12 -1.607 1.075 -0.556  0.41

R.
A 2-piece molecular cluster, C4H12 overall, computed with ωB97M-V/def2-TZVPD.

The calculation puts the LUMO energy (alpha / beta) at -0.1199 / -0.4222 Eh. The spin multiplicity is 2. As for the charge: +1.

Each line ends with the Mulliken charge.
CARTESIAN COORDINATES (ANGSTROEM)
C1 0.058 2.280 -2.139  -1.03
C2 0.157 1.026 -1.334  -0.52
H1 0.433 2.247 -3.156  0.32
H2 -0.952 2.709 -2.195  0.31
H3 0.602 3.105 -1.639  0.29
H4 0.207 1.324 -0.277  0.16
H5 1.068 0.487 -1.600  0.31
H6 -0.653 0.297 -1.513  0.27
C3 0.387 -2.078 2.029  -0.63
C4 -0.627 -1.233 1.422  -0.50
H7 0.848 -1.930 3.061  0.39
H8 0.127 -3.113 2.366  0.35
H9 1.286 -2.167 1.396  0.34
H10 -1.616 -1.457 1.845  0.35
H11 -0.383 -0.166 1.539  0.30
H12 -0.872 -1.326 0.339  0.30

Stability ranking, top and bottom: P is the most stable and Q is the least stable.

P.
A 2-piece molecular cluster, C2H2ClF2I overall, computed with ωB97M-V/def2-TZVPD.

The calculation puts the LUMO energy at -0.0222 Eh. As for the charge: 0.

Each line ends with the Mulliken charge.
CARTESIAN COORDINATES (ANGSTROEM)
C1 -1.343 -0.410 -0.227  -0.07
C2 2.194 1.021 0.739  -0.07
F1 -1.603 0.034 -1.460  -0.23
F2 2.036 1.644 -0.382  -0.02
Cl1 -0.494 0.791 0.734  -0.11
I1 2.555 -1.040 0.468  0.04
H1 -2.326 -0.647 0.364  0.19
H2 -1.018 -1.393 -0.236  0.25

Q.
A 2-piece molecular cluster, C2H2ClF2I overall, computed with ωB97M-V/def2-TZVPD.

The calculation puts the LUMO energy (alpha / beta) at -0.0370 / -0.1141 Eh. As for the charge: 0.

Each line ends with the Mulliken charge.
CARTESIAN COORDINATES (ANGSTROEM)
C1 -0.752 0.467 -0.029  -0.10
C2 0.196 -0.632 -0.220  0.22
F1 -1.989 -0.214 0.119  -0.28
F2 0.625 -1.034 -1.473  -0.20
Cl1 0.414 -1.761 0.931  -0.05
I1 3.029 1.087 0.611  -0.07
H1 -0.570 0.895 0.892  0.22
H2 -0.953 1.191 -0.831  0.25

Stability ranking, top and bottom: Q is the most stable and P is the least stable.